Record 1
Below is a single C3H4OS molecule, with properties calculated with ωB97M-V/def2-TZVPD.

The value obtained for the HOMO energy is -9.0023 eV. The HOMO-LUMO gap is 8.44 eV. Its structure (SMILES) is S=C[C@H]1CO1. Its total energy is -16055.6983 eV.

Structure (ORCA input):
```
! RIJCOSX wB97M-V def2-TZVPD def2/J DEFGRID3
* xyz 0 1
S -0.701 -0.222 -1.917
C 0.169 -0.151 -0.565
C -0.153 -0.174 0.908
C 1.047 -0.185 1.808
O 0.203 0.962 1.616
H 1.358 -0.155 -0.616
H -1.163 -0.616 1.208
H 1.986 0.106 1.404
H 1.035 -0.414 2.848
*
```



Record 2
Below is a gas-phase ion, C7H14N (charge +1), with properties calculated with ωB97M-V/def2-TZVPD.

The value obtained for the HOMO energy (spin up / spin down) is -9.5120 / -14.5075 eV. The HOMO-LUMO gap (spin up / spin down) is 6.39 / 8.18 eV. Its total energy is -8962.7221 eV.

Structure (ORCA input):
```
! RIJCOSX wB97M-V def2-TZVPD def2/J DEFGRID3
* xyz 1 3
C -0.400 -2.426 -0.543
C -0.181 -1.274 -1.226
C -1.032 0.319 0.687
C 0.283 0.946 0.110
C -0.740 0.073 -0.843
C -1.616 0.835 -1.843
C 1.738 0.654 1.995
N 1.540 0.310 0.527
H -0.106 -3.360 -0.761
H -0.979 -2.242 0.317
H 0.432 -1.271 -2.098
H -0.909 -0.448 1.425
H -1.872 0.971 1.017
H 0.339 1.978 0.045
H -2.496 0.137 -2.006
H -1.131 1.082 -2.809
H -1.938 1.847 -1.436
H 2.650 1.102 2.335
H 0.838 1.240 2.232
H 1.845 -0.411 2.431
H 1.425 -0.713 0.517
H 2.309 0.653 -0.071
*
```



Record 3
Below is a single CH4O3S molecule, with properties calculated with ωB97M-V/def2-TZVPD.

The value obtained for the HOMO energy is -9.1119 eV. The HOMO-LUMO gap is 9.69 eV. Its structure (SMILES) is OC(O)OS. Its total energy is -18077.9230 eV.

Structure (ORCA input):
```
! RIJCOSX wB97M-V def2-TZVPD def2/J DEFGRID3
* xyz 0 1
O 0.379 -0.302 1.577
C -0.358 0.008 0.444
O -0.703 1.368 0.393
O 0.544 -0.365 -0.580
S -0.137 -1.347 -1.738
H 1.340 -0.057 1.332
H -1.376 -0.391 0.469
H -0.245 2.035 0.896
H 0.556 -0.950 -2.792
*
```